Entry 1:
54
Properties=species:S:1:pos:R:3:forces:R:3 method="wB97M-V/def2-TZVPD" largest_force_ev_per_a=9.5 e_above_lowest_kj_mol=389.0 orbital_gap_ev=6.8 multiplicity=1 charge=-1
C 1.349 3.846 0.397 1.73 3.62 1.48
N 0.909 2.512 0.554 -3.35 -1.44 1.41
C -0.310 2.258 -0.309 2.99 -2.03 -2.47
C -1.631 2.884 0.076 -3.36 1.66 -0.77
S -3.025 1.846 0.968 1.65 0.44 -0.34
C -0.194 0.697 -0.819 -1.39 1.75 -2.65
N 1.117 0.050 -0.929 1.07 0.75 1.87
C 1.226 -1.067 0.070 0.83 -2.65 -4.78
H 2.391 3.994 0.844 -1.14 -0.38 -0.80
H 0.837 4.725 1.051 0.22 -1.82 -1.82
H 1.489 4.159 -0.705 -0.60 -0.55 1.75
H 0.476 2.263 1.510 1.57 0.91 -1.22
H 0.077 2.631 -1.270 -0.62 0.93 0.15
H -2.336 3.316 -0.864 2.50 -1.26 2.05
H -1.435 3.855 0.663 -0.16 -1.57 -0.63
H -0.679 0.654 -1.911 0.82 0.45 2.10
H -0.862 0.099 -0.294 -1.07 -1.21 1.32
H 1.860 0.746 -0.628 -1.27 -0.74 -0.46
H 0.423 -1.805 -0.127 0.02 0.87 0.21
H 1.236 -0.830 1.071 0.46 0.86 2.31
H 2.106 -1.734 -0.323 -0.92 1.53 1.52
H 3.590 3.171 1.517 1.60 -1.16 -0.91
H 4.069 1.727 1.715 0.78 1.72 -1.47
O 4.310 2.554 1.162 -2.07 -0.88 2.46
H 0.911 -3.641 2.962 -0.44 -0.16 -0.40
H -0.122 -3.438 1.876 -1.45 2.39 -1.60
O 0.272 -4.086 2.383 1.80 -2.21 2.03
H -2.431 -1.267 2.915 0.17 -0.37 -0.35
H -2.787 -1.528 1.400 2.08 -1.51 3.31
O -2.292 -1.975 2.256 -2.01 2.05 -2.95
H -4.279 0.372 -0.986 1.73 3.76 0.43
H -3.981 -0.940 -0.212 0.29 0.76 0.06
O -4.573 -0.462 -0.795 -2.14 -4.15 -0.49
H 3.187 -1.458 -2.957 1.63 0.58 0.85
H 3.482 -0.254 -2.114 -0.70 1.80 0.67
O 3.899 -1.046 -2.365 -0.66 -2.36 -1.63
H -0.873 0.438 2.327 0.14 0.27 0.31
H -1.507 1.511 3.228 2.99 -1.86 -0.56
O -0.606 0.922 3.136 -3.09 1.59 -0.01
H 2.569 -2.806 -1.832 -0.76 -0.34 -0.51
H 1.154 -3.002 -2.632 2.37 -0.38 0.56
O 2.144 -3.248 -2.597 -1.73 0.50 0.00
H 2.579 -1.512 3.715 -1.03 -4.30 -0.75
H 1.917 -0.188 3.964 2.62 -1.12 -0.36
O 2.834 -0.666 3.850 -1.69 5.56 1.04
H -1.676 -2.284 -1.972 -1.44 0.74 -0.94
H -1.653 -3.238 -0.745 -0.34 -0.17 -0.08
O -1.135 -2.669 -1.310 1.92 -0.89 1.24
H -3.708 -0.869 -2.249 2.43 -1.72 -1.42
H -3.030 -1.456 -3.701 -0.04 0.36 1.49
O -2.855 -1.324 -2.734 -2.62 1.25 -0.46
H 0.813 0.127 -4.124 -5.50 7.35 -2.39
H 1.384 -0.503 -2.988 -0.10 0.13 2.08
O 1.301 -0.527 -3.921 5.28 -7.34 0.50



Entry 2:
142
Properties=species:S:1:pos:R:3:forces:R:3 method="wB97M-V/def2-TZVPD" largest_force_ev_per_a=4.3 orbital_gap_ev=9.4 multiplicity=1 charge=0 smiles="CCC[C@](OC)([C@H](Cl)[C@@H](C)Cl)[C@@](CCCI)(CC(=O)OC(C)=O)O[C@H](CCSc1nnco1)CCC(F)(F)C(F)(F)C(F)(F)C(F)(F)C(F)(F)C(F)(F)F.CCOP(=O)(OCC)OCC.CCOP(=O)(OCC)OCC"
C 7.026 1.437 -3.971 0.38 0.30 0.42
C 6.509 1.677 -2.540 0.30 -0.03 -0.15
C 5.300 0.801 -2.119 0.55 0.24 -0.43
C 3.964 1.457 -1.767 -1.15 -0.41 0.59
O 4.008 2.354 -0.676 0.69 0.32 -0.48
C 5.128 2.358 0.183 -0.02 0.16 0.45
C 2.883 0.319 -1.364 0.61 -0.39 0.22
Cl 2.217 0.575 0.281 -0.08 0.11 -0.06
C 3.379 -1.139 -1.424 -1.01 -0.32 0.85
C 4.126 -1.643 -0.179 0.48 -0.34 -0.84
Cl 1.855 -2.154 -1.537 0.12 -0.07 -0.34
C 3.243 2.245 -2.918 0.56 0.28 -0.09
C 4.024 3.447 -3.463 -0.04 1.01 0.22
C 4.325 4.582 -2.465 0.51 0.06 -0.03
C 4.427 5.945 -3.173 -0.21 -0.07 0.40
I 6.055 7.103 -2.400 -0.01 0.01 -0.15
C 2.900 1.257 -4.078 0.30 -0.72 -0.09
C 3.416 1.603 -5.449 -0.58 0.82 -0.88
O 2.897 2.403 -6.180 0.39 -0.41 0.48
O 4.539 0.897 -5.867 -0.58 -0.21 0.24
C 4.327 -0.286 -6.563 0.73 -0.92 0.00
C 3.124 -0.399 -7.453 -0.14 0.36 -0.11
O 5.148 -1.153 -6.457 -0.31 0.60 -0.01
O 2.075 2.735 -2.273 0.05 -0.34 -0.61
C 1.056 3.305 -3.073 -1.03 0.37 0.19
C 0.817 4.747 -2.587 0.43 -0.40 0.07
C 0.825 4.849 -1.071 -0.05 0.41 -0.03
S 0.583 6.565 -0.445 -0.41 -0.01 0.26
C 1.003 7.605 -1.765 0.59 0.17 -0.63
N 1.948 8.486 -1.787 0.21 -0.20 0.50
N 1.931 9.084 -3.025 0.01 0.31 -0.30
C 0.979 8.527 -3.684 0.38 0.15 0.39
O 0.342 7.595 -2.960 -0.76 -0.42 -0.12
C -0.199 2.431 -2.909 0.31 0.08 -0.04
C -1.413 2.932 -3.709 -0.01 -0.47 0.15
C -2.647 3.201 -2.865 0.79 0.18 -0.44
F -3.534 3.889 -3.623 -0.34 0.00 0.05
F -2.292 3.993 -1.823 -0.22 0.02 0.28
C -3.341 1.928 -2.331 -0.13 0.02 0.01
F -3.506 1.082 -3.367 -0.22 -0.07 -0.21
F -2.530 1.309 -1.464 0.22 0.12 0.25
C -4.719 2.167 -1.613 0.03 0.23 0.06
F -4.825 3.450 -1.224 0.10 0.27 -0.12
F -4.744 1.423 -0.499 -0.14 -0.33 0.04
C -5.966 1.833 -2.465 -0.05 -0.23 -0.14
F -5.837 2.342 -3.698 0.06 0.37 -0.07
F -6.064 0.501 -2.592 0.04 -0.23 0.21
C -7.329 2.357 -1.917 -0.38 -0.33 -0.17
F -8.268 1.784 -2.696 -0.01 -0.21 -0.10
F -7.441 3.676 -2.084 0.29 0.26 0.19
C -7.700 1.988 -0.459 -0.34 0.26 0.34
F -7.057 2.754 0.417 0.26 -0.05 -0.05
F -9.005 2.195 -0.282 -0.06 0.02 -0.13
F -7.449 0.709 -0.202 0.12 -0.09 -0.07
H 6.623 2.148 -4.691 -0.22 -0.27 -0.13
H 6.864 0.410 -4.292 -0.12 0.07 -0.17
H 8.105 1.608 -3.970 -0.01 -0.03 -0.08
H 7.347 1.440 -1.881 -0.17 -0.04 0.17
H 6.338 2.741 -2.389 -0.11 -0.04 0.02
H 5.643 0.205 -1.275 -0.30 -0.01 0.10
H 5.157 0.073 -2.918 -0.16 0.10 -0.04
H 5.414 1.364 0.538 0.00 -0.04 -0.13
H 5.991 2.869 -0.250 0.03 -0.15 -0.09
H 4.834 2.927 1.065 -0.12 0.00 -0.06
H 1.996 0.378 -1.982 0.13 0.18 -0.17
H 3.895 -1.398 -2.341 0.07 0.28 -0.04
H 4.596 -0.835 0.375 -0.08 -0.02 0.10
H 3.459 -2.222 0.451 -0.03 0.31 0.25
H 4.898 -2.337 -0.519 0.08 0.06 0.14
H 3.433 3.922 -4.254 -0.18 -0.34 -0.05
H 4.967 3.186 -3.946 -0.13 -0.35 -0.05
H 5.285 4.406 -1.981 -0.10 -0.18 0.09
H 3.599 4.633 -1.659 -0.09 -0.04 -0.08
H 3.564 6.570 -2.954 -0.03 0.00 -0.19
H 4.555 5.858 -4.249 0.16 0.07 0.02
H 1.825 1.126 -4.198 -0.03 0.30 0.09
H 3.269 0.255 -3.849 0.08 0.09 0.08
H 2.202 -0.057 -6.984 0.02 -0.03 0.05
H 3.019 -1.426 -7.785 0.08 -0.05 0.13
H 3.279 0.233 -8.329 0.00 0.06 0.07
H 1.289 3.381 -4.142 0.36 -0.26 0.06
H 1.631 5.341 -3.008 -0.09 0.16 0.09
H -0.122 5.138 -2.972 0.06 0.02 -0.10
H -0.009 4.298 -0.637 0.01 0.00 0.00
H 1.747 4.484 -0.629 0.02 -0.08 -0.12
H 0.692 8.728 -4.701 -0.15 -0.12 0.02
H 0.039 1.417 -3.236 0.01 -0.03 0.12
H -0.390 2.366 -1.839 -0.13 -0.01 -0.03
H -1.207 3.869 -4.227 -0.01 0.03 0.04
H -1.680 2.199 -4.469 -0.07 0.11 -0.07
C 1.481 -6.572 7.296 0.18 -0.03 -0.08
C 0.963 -5.815 6.090 -0.41 0.05 0.27
O 2.023 -5.343 5.254 0.25 -0.73 0.18
P 2.525 -6.181 3.979 -0.55 4.08 -1.11
O 1.416 -6.930 3.375 0.78 -1.72 0.66
O 2.910 -4.998 2.964 0.22 -0.19 0.14
C 2.311 -4.904 1.671 -0.22 0.09 -0.24
C 1.106 -3.988 1.690 -0.01 0.17 0.13
O 4.046 -6.445 4.348 -0.39 -1.64 0.03
C 4.422 -7.392 5.360 0.24 -0.20 0.30
C 3.838 -8.771 5.131 -0.12 0.03 -0.12
H 1.974 -7.499 6.997 -0.05 -0.02 0.01
H 0.658 -6.830 7.963 -0.02 0.02 -0.02
H 2.202 -5.970 7.851 -0.03 0.03 0.01
H 0.265 -6.431 5.522 0.11 0.02 -0.15
H 0.420 -4.929 6.421 0.07 0.06 -0.07
H 2.046 -5.891 1.293 -0.05 -0.06 0.16
H 3.078 -4.503 1.005 0.06 0.00 0.08
H 0.415 -4.260 2.489 0.00 -0.16 -0.05
H 0.574 -4.031 0.739 0.03 0.02 -0.01
H 1.411 -2.954 1.867 -0.01 0.01 -0.04
H 4.157 -6.998 6.344 -0.15 0.07 -0.07
H 5.510 -7.445 5.329 0.00 0.12 -0.11
H 2.747 -8.739 5.061 0.03 -0.02 0.04
H 4.107 -9.436 5.952 0.04 0.02 0.02
H 4.213 -9.197 4.201 0.00 0.00 0.00
C -6.776 -0.116 2.857 -0.14 -0.12 0.01
C -6.195 -0.466 4.212 0.31 0.36 -0.11
O -7.130 -1.176 5.029 -0.10 -0.34 -0.69
P -7.142 -2.782 5.091 -0.19 1.56 3.94
O -5.788 -3.322 4.918 -0.48 -0.67 -1.80
O -7.563 -3.031 6.620 -0.17 -0.04 -0.25
C -6.742 -3.797 7.501 0.21 -0.09 0.23
C -5.810 -2.905 8.295 -0.07 0.18 0.04
O -8.605 -3.109 4.569 0.74 -0.77 -1.31
C -8.961 -2.965 3.184 -0.25 0.05 -0.36
C -8.042 -3.725 2.251 0.14 -0.03 0.11
H -6.969 -1.015 2.268 0.05 0.02 -0.03
H -6.081 0.509 2.296 0.03 0.00 0.03
H -7.717 0.424 2.967 0.02 0.03 0.02
H -5.270 -1.033 4.098 -0.08 -0.14 0.09
H -5.952 0.449 4.753 -0.07 -0.04 0.09
H -6.184 -4.553 6.950 0.03 0.11 -0.13
H -7.421 -4.324 8.174 -0.08 0.06 -0.05
H -5.263 -2.229 7.638 0.06 -0.12 -0.08
H -5.092 -3.502 8.858 -0.02 -0.01 0.00
H -6.376 -2.291 8.997 0.01 -0.01 0.01
H -9.010 -1.904 2.930 0.14 0.03 0.11
H -9.975 -3.353 3.097 0.00 -0.02 0.16
H -6.998 -3.426 2.383 -0.04 0.01 -0.05
H -8.320 -3.539 1.213 -0.04 0.02 0.00
H -8.101 -4.796 2.441 0.00 0.00 0.00



Entry 3:
8
Properties=species:S:1:pos:R:3:forces:R:3 method="wB97M-V/def2-TZVPD" largest_force_ev_per_a=8.1 e_above_lowest_kj_mol=616.2 orbital_gap_ev="10.0 / 10.0" multiplicity=1 charge=0
C -1.011 -0.669 -0.598 -1.89 -3.07 -3.69
C -0.236 -0.038 0.313 0.29 -2.02 7.88
N -1.488 -1.410 -1.349 0.00 1.03 0.68
N 0.838 0.760 -0.145 2.59 2.31 -0.50
O 1.472 1.453 0.674 -1.28 -1.48 -1.13
O 1.030 0.758 -1.354 -0.03 -0.07 0.95
H -0.807 0.422 1.185 0.90 -0.07 -1.44
H 0.202 -1.276 1.274 -0.58 3.37 -2.74